{
  "formula": "C22H19F3O2S",
  "method": "ωB97M-V/def2-TZVPD",
  "largest_force_ev_per_a": 6.93,
  "lumo_ev": -2.84,
  "symbols": ["H", "C", "C", "C", "H", "H", "C", "H", "C", "C", "H", "F", "F", "C", "O", "C", "S", "C", "C", "C", "H", "H", "H", "H", "C", "O", "F", "H", "C", "C", "C", "C", "H", "C", "H", "H", "H", "H", "C", "C", "C", "H", "C", "H", "C", "H", "H"],
  "xyz": [[-1.52, -1.20, -3.19], [3.45, 3.52, 3.30], [-1.35, -3.66, -0.86], [-1.50, 1.41, 1.50], [0.07, 0.35, 3.37], [4.16, 3.59, 2.47], [0.87, -0.21, -2.98], [-0.68, -4.13, -0.17], [1.41, 3.62, 1.85], [3.09, 0.67, -3.13], [3.78, 1.38, -3.55], [-4.29, -1.31, 1.41], [-3.24, -0.12, -0.15], [-0.89, -2.58, -1.65], [-2.32, 0.18, 3.64], [2.65, -1.18, -1.69], [-2.13, -0.13, 2.17], [0.47, -2.19, -1.48], [1.65, 1.78, 3.37], [0.22, 3.13, 1.41], [-2.07, 1.90, 0.74], [-0.34, 3.65, 0.66], [0.99, -2.81, -0.76], [2.21, 1.26, 4.13], [2.15, 2.96, 2.84], [-1.05, -1.14, 1.86], [-4.37, 0.91, 1.44], [-4.53, -3.89, -1.93], [1.76, 0.70, -3.50], [0.45, 1.26, 2.95], [-2.64, -4.12, -0.97], [-0.31, 1.92, 1.94], [1.42, 1.44, -4.22], [-3.52, -3.53, -1.85], [4.57, -0.29, -1.92], [3.91, 2.91, 4.08], [-2.96, -4.96, -0.36], [-3.79, -2.01, -3.32], [1.28, -1.19, -2.06], [-3.10, -2.47, -2.64], [-1.81, -2.00, -2.54], [-0.16, -0.13, -3.27], [3.53, -0.27, -2.22], [3.00, -1.91, -0.99], [-3.65, -0.17, 1.12], [1.81, 4.53, 1.44], [3.33, 4.53, 3.71]]
}

---

{
  "formula": "C5H10N2O",
  "method": "ωB97M-V/def2-TZVPD",
  "largest_force_ev_per_a": 0.33,
  "lumo_ev": [0.42, 0.06],
  "symbols": ["H", "H", "C", "H", "H", "H", "C", "C", "H", "H", "C", "N", "O", "H", "H", "N", "C", "H"],
  "xyz": [[-1.77, 1.53, -1.45], [1.17, 1.60, 0.15], [0.95, -1.30, -1.25], [1.46, -0.32, -1.35], [-0.20, 0.87, -1.47], [2.18, 1.32, 1.67], [1.38, 0.99, 1.02], [-0.54, -0.78, 0.63], [0.13, -1.33, -1.99], [1.00, -0.72, 2.21], [0.75, -0.18, 1.31], [-1.03, 1.08, -0.94], [-2.52, 0.51, 0.71], [1.68, -2.05, -1.54], [-1.13, -1.32, 1.38], [0.50, -1.59, 0.09], [-1.39, 0.20, 0.04], [-2.61, 1.47, 0.79]]
}

---

{
  "formula": "C7H14N2",
  "method": "ωB97M-V/def2-TZVPD",
  "largest_force_ev_per_a": 7.98,
  "lumo_ev": 0.93,
  "symbols": ["H", "H", "H", "H", "N", "C", "H", "N", "H", "C", "H", "H", "C", "C", "C", "H", "H", "H", "C", "H", "H", "H", "C"],
  "xyz": [[1.22, -0.53, -1.85], [-2.40, -0.31, 0.97], [0.33, 0.96, -1.05], [3.59, 0.84, 0.09], [-0.27, -1.01, -0.37], [0.14, -1.31, 0.80], [-2.03, 2.60, -0.41], [1.69, -0.02, 0.09], [2.26, 2.14, -0.04], [-1.85, 1.69, 0.52], [-2.24, -1.72, -0.84], [3.04, 0.89, -1.47], [-2.43, 0.27, 0.03], [-1.65, -0.73, -0.78], [1.23, -0.51, 1.27], [-3.46, 0.34, -0.41], [-0.33, -1.98, 1.42], [-0.71, 1.68, 0.71], [0.71, -0.21, -0.99], [-2.32, 1.97, 1.72], [-1.47, -0.57, -1.86], [1.94, -0.75, 2.02], [2.63, 1.07, -0.36]]
}

---

{
  "formula": "C23H15F6N5S",
  "method": "ωB97M-V/def2-TZVPD",
  "largest_force_ev_per_a": 4.20,
  "lumo_ev": -0.42,
  "symbols": ["F", "H", "H", "C", "C", "C", "H", "C", "C", "N", "H", "C", "F", "H", "C", "H", "H", "C", "C", "H", "H", "C", "C", "C", "C", "H", "N", "N", "F", "N", "H", "N", "C", "S", "C", "C", "C", "C", "F", "F", "H", "H", "C", "H", "C", "C", "C", "F", "H", "C"],
  "xyz": [[-0.79, -2.21, 5.00], [2.45, 0.18, 0.82], [-0.07, 4.97, 1.08], [2.93, -2.32, -2.28], [0.79, -2.04, -3.35], [-0.21, 4.14, 2.89], [1.79, 2.13, 2.33], [-2.05, 1.81, 2.34], [-0.25, -1.87, 3.79], [-0.75, -3.83, -5.79], [3.00, -4.46, -3.88], [2.74, -1.13, -1.52], [1.11, -1.75, 3.86], [-0.56, 3.69, -0.93], [0.14, -3.46, -4.94], [-2.43, 2.75, 1.96], [3.51, -0.84, -0.79], [-1.90, -0.62, 2.29], [0.64, -0.84, -2.66], [-1.67, -3.53, -5.54], [-0.56, -4.79, -6.09], [1.78, 0.94, 0.45], [1.44, 2.05, 1.29], [1.32, 0.83, -0.89], [0.10, 2.91, -0.56], [-0.57, 3.29, 4.69], [1.21, -4.25, -4.84], [-0.12, -2.41, -4.25], [-4.65, 1.16, 1.30], [-0.40, 3.05, 3.73], [-0.32, -0.35, -2.77], [0.13, 4.10, 1.56], [-1.03, 1.85, 3.32], [-0.53, 5.66, 3.47], [-3.56, 0.63, 0.73], [-0.50, 0.63, 3.80], [2.12, -3.89, -3.97], [-2.46, 0.58, 1.78], [-0.52, -2.91, 2.96], [-3.18, 1.42, -0.32], [3.86, -2.85, -2.12], [0.32, 0.69, 4.53], [1.60, -0.37, -1.71], [-2.27, -1.57, 1.85], [-0.89, -0.59, 3.28], [0.57, 3.03, 0.78], [0.50, 1.87, -1.37], [-3.90, -0.60, 0.25], [0.14, 1.89, -2.40], [1.97, -2.77, -3.15]]
}

---

{
  "formula": "C6H15N",
  "method": "ωB97M-V/def2-TZVPD",
  "largest_force_ev_per_a": 2.64,
  "lumo_ev": -1.23,
  "symbols": ["C", "H", "H", "H", "C", "H", "H", "C", "H", "N", "C", "H", "H", "H", "C", "H", "H", "H", "C", "H", "H", "H"],
  "xyz": [[-0.95, -1.91, -0.48], [1.46, 1.85, -1.46], [0.17, -3.64, -1.16], [-0.76, -1.28, -1.35], [-1.07, -0.96, 0.67], [0.32, -3.33, 0.60], [-1.92, -1.14, 1.33], [1.27, 2.84, 0.41], [-1.85, -2.49, -0.59], [0.41, 0.59, -0.29], [0.69, 1.96, -0.71], [1.70, 2.19, 1.17], [-0.19, 2.41, -1.19], [-1.65, 0.87, -0.16], [0.24, -2.89, -0.39], [2.14, 3.38, 0.02], [0.55, -1.08, 1.99], [-0.76, 1.03, 1.34], [-0.80, 0.46, 0.40], [1.17, -2.33, -0.54], [0.01, -1.23, 1.35], [0.58, 3.55, 0.83]]
}

---

{
  "formula": "C3H5N",
  "method": "ωB97M-V/def2-TZVPD",
  "largest_force_ev_per_a": 5.11,
  "multiplicity": 3,
  "lumo_ev": [1.30, -2.47],
  "symbols": ["H", "H", "C", "H", "C", "C", "N", "H", "H"],
  "xyz": [[2.16, -1.57, -0.66], [1.19, -0.42, -1.69], [0.63, -0.44, 0.38], [-2.65, 1.04, 0.63], [1.34, -0.87, -0.64], [-0.78, 0.84, 0.16], [-1.85, 0.44, 0.66], [0.33, -0.74, 1.32], [-0.37, 1.73, -0.18]]
}

---

{
  "formula": "Br5H2NSi2",
  "method": "ωB97M-V/def2-TZVPD",
  "largest_force_ev_per_a": 3.08,
  "lumo_ev": -0.93,
  "symbols": ["H", "Br", "Br", "Br", "Br", "N", "Si", "Br", "Si", "H"],
  "xyz": [[2.25, -0.61, 0.74], [1.16, -0.83, -2.39], [-0.94, -2.53, 1.10], [0.82, 1.80, -0.06], [-2.45, 2.28, 1.56], [-1.44, -0.86, 1.64], [2.01, 0.07, -0.65], [-2.71, 0.21, -1.48], [-2.16, 0.28, 0.70], [3.45, 0.20, -1.18]]
}

---

{
  "formula": "C12H20N",
  "method": "ωB97M-V/def2-TZVPD",
  "charge": 1,
  "largest_force_ev_per_a": 5.23,
  "lumo_ev": -2.47,
  "symbols": ["H", "H", "C", "H", "N", "C", "H", "H", "H", "H", "H", "C", "H", "H", "H", "C", "C", "C", "C", "H", "H", "H", "H", "H", "C", "H", "C", "H", "C", "H", "H", "C", "C"],
  "xyz": [[-1.45, 1.90, 1.38], [0.39, 2.14, 1.65], [-2.47, -0.33, -0.22], [-2.72, -1.37, 0.15], [-1.09, -0.35, -0.65], [-0.24, 0.18, 0.54], [-1.48, -0.07, 2.24], [-2.53, 0.50, 0.51], [-0.90, -0.07, -2.65], [0.07, -0.54, 2.54], [5.09, -0.09, -0.54], [4.10, -0.11, -0.21], [-1.20, -2.07, -1.91], [-0.85, -1.61, 1.66], [-1.64, 1.39, -1.92], [-0.67, -1.69, -1.05], [-0.90, 0.62, -1.82], [-0.71, -0.58, 1.81], [2.05, -1.01, 0.69], [-3.29, -0.07, -0.97], [-0.04, 1.24, -1.80], [1.39, -1.97, 0.94], [1.53, 2.12, -0.51], [3.91, -2.02, 0.78], [3.43, -1.13, 0.42], [-0.25, 2.55, -0.01], [-0.47, 2.03, 0.97], [-0.71, -2.34, -0.22], [3.33, 1.12, -0.44], [3.83, 1.99, -0.82], [0.42, -1.79, -1.41], [1.96, 1.14, -0.23], [1.29, 0.09, 0.35]]
}